No. 1
{"formula": "C27H37CaN6O5", "method": "ωB97M-V/def2-TZVPD", "total_charge": -1, "multiplicity": 1, "orbital_gap_ev": 6.39, "relative_energy_kj_mol": 0.0, "species": ["Ca", "O", "C", "C", "N", "C", "C", "O", "O", "C", "C", "O", "O", "H", "H", "H", "H", "H", "H", "H", "H", "H", "C", "N", "C", "C", "C", "C", "C", "C", "C", "N", "C", "C", "C", "C", "C", "C", "N", "C", "C", "H", "H", "H", "H", "H", "H", "H", "H", "H", "H", "H", "H", "H", "H", "H", "H", "H", "H", "H", "H", "C", "C", "C", "C", "N", "N", "C", "H", "H", "H", "H", "H", "H", "H", "H"], "coordinates": [[-0.242, 0.396, -0.075], [0.186, 2.738, -1.375], [1.470, 2.990, -1.924], [2.563, 2.185, -1.238], [2.253, 0.760, -1.172], [2.165, 0.125, -2.496], [0.759, -0.376, -2.878], [0.659, -1.178, -3.797], [-0.206, 0.109, -2.168], [3.077, 0.021, -0.195], [2.258, -0.890, 0.731], [3.198, -1.457, 1.739], [1.197, -0.306, 1.227], [-0.105, 1.891, -1.770], [1.681, 4.050, -1.787], [1.466, 2.799, -3.001], [2.671, 2.546, -0.215], [3.512, 2.378, -1.766], [2.827, -0.732, -2.544], [2.480, 0.819, -3.280], [3.536, 0.732, 0.494], [3.882, -0.538, -0.675], [-1.656, -1.989, 1.414], [-1.755, -1.590, -0.005], [-1.300, -2.688, -0.866], [-3.114, -1.137, -0.276], [-4.090, -2.003, -0.733], [-5.424, -1.612, -0.831], [-5.768, -0.341, -0.396], [-4.797, 0.551, 0.042], [-3.426, 0.219, 0.038], [-2.388, 1.044, 0.397], [-2.496, 2.423, 0.485], [-3.374, 3.243, -0.241], [-3.322, 4.631, -0.151], [-2.391, 5.254, 0.665], [-1.486, 4.464, 1.372], [-1.519, 3.084, 1.283], [-0.514, 2.257, 1.892], [0.751, 2.901, 2.205], [-0.992, 1.482, 3.039], [-2.240, -2.897, 1.602], [-2.043, -1.186, 2.042], [-0.610, -2.164, 1.672], [-1.859, -3.615, -0.687], [-0.251, -2.885, -0.637], [-1.397, -2.396, -1.910], [-3.818, -3.014, -1.010], [-6.171, -2.297, -1.210], [-6.808, -0.030, -0.401], [-5.095, 1.529, 0.392], [-4.069, 2.782, -0.929], [-4.008, 5.227, -0.744], [-2.349, 6.334, 0.739], [-0.732, 4.940, 1.987], [0.692, 3.558, 3.085], [1.079, 3.497, 1.351], [1.492, 2.124, 2.403], [-1.091, 2.121, 3.929], [-0.282, 0.680, 3.253], [-1.962, 1.049, 2.805], [4.474, -3.915, -1.966], [3.738, -3.371, -0.787], [4.021, -3.454, 0.513], [2.924, -2.786, 1.289], [1.982, -2.316, 0.231], [2.580, -2.628, -1.020], [2.310, -3.613, 2.393], [5.344, -4.482, -1.643], [4.801, -3.105, -2.623], [3.830, -4.571, -2.556], [4.894, -3.917, 0.955], [1.914, -3.009, -1.681], [3.072, -3.871, 3.135], [1.890, -4.533, 1.981], [1.524, -3.037, 2.883]], "forces_ev_per_a": [[-0.66, 0.84, 0.78], [0.13, -0.11, 0.05], [-0.15, -0.11, 0.10], [-0.02, -0.17, 0.07], [0.11, -0.19, 0.05], [0.02, 0.10, 0.20], [-0.30, 0.21, 0.26], [0.06, -0.04, 0.03], [0.28, -0.31, -1.79], [-0.14, 0.11, -0.19], [-0.12, -0.17, 0.25], [-0.03, 0.12, 0.02], [1.67, -0.78, 0.92], [-0.02, 0.25, -0.57], [0.00, 0.10, 0.01], [-0.03, -0.03, -0.06], [-0.01, 0.01, 0.04], [0.09, 0.01, 0.00], [0.11, -0.08, -0.03], [0.02, 0.06, -0.04], [0.00, 0.04, 0.01], [0.07, -0.01, -0.06], [0.05, 0.05, -0.17], [-0.38, -0.22, -0.02], [-0.02, 0.19, 0.09], [0.18, -0.07, 0.07], [-0.02, 0.04, 0.05], [0.03, 0.09, 0.03], [0.07, 0.00, 0.03], [-0.02, -0.09, -0.12], [0.15, 0.21, 0.14], [-0.91, 0.22, 0.09], [-0.05, -0.32, 0.01], [0.01, 0.14, 0.09], [0.05, -0.08, 0.03], [-0.03, -0.07, -0.02], [-0.04, 0.03, -0.02], [0.13, -0.09, 0.05], [0.02, -0.04, -0.03], [-0.09, -0.03, -0.11], [0.05, 0.06, -0.06], [-0.05, -0.04, 0.03], [0.01, 0.00, -0.03], [-0.01, 0.00, -0.05], [-0.02, -0.05, 0.01], [-0.02, 0.04, 0.02], [0.02, 0.02, -0.01], [0.01, 0.00, 0.01], [0.00, 0.00, 0.01], [0.02, 0.01, 0.00], [-0.02, -0.01, -0.03], [0.00, 0.02, -0.01], [0.00, -0.02, 0.01], [0.00, -0.02, 0.00], [-0.02, -0.01, -0.02], [-0.01, 0.04, 0.04], [-0.01, -0.03, 0.01], [-0.05, -0.01, 0.00], [-0.01, 0.01, 0.02], [-0.01, 0.04, -0.03], [0.00, 0.00, -0.02], [0.01, 0.04, 0.01], [0.04, -0.07, -0.13], [0.07, -0.02, 0.13], [-0.04, 0.19, -0.11], [-0.01, 0.08, 0.07], [-0.05, 0.07, -0.13], [0.00, -0.07, 0.09], [0.00, 0.00, -0.01], [-0.02, -0.01, 0.03], [0.00, 0.01, 0.01], [-0.09, 0.02, -0.07], [0.01, -0.08, 0.02], [-0.05, 0.02, -0.03], [0.02, 0.01, 0.03], [0.01, -0.02, -0.04]], "lowdin_charge": [1.400, -0.093, -0.226, -0.181, -0.164, -0.094, -0.637, 0.016, -0.236, -0.073, -0.586, 0.000, -0.270, 0.027, 0.118, 0.115, 0.108, 0.125, 0.098, 0.122, 0.127, 0.118, -0.067, -0.269, -0.091, -0.195, -0.049, -0.128, -0.123, -0.048, -0.237, -0.067, -0.246, -0.044, -0.116, -0.123, -0.050, -0.212, -0.242, -0.101, -0.076, 0.090, 0.079, 0.066, 0.075, 0.062, 0.093, 0.094, 0.083, 0.090, 0.091, 0.098, 0.090, 0.084, 0.095, 0.080, 0.081, 0.082, 0.085, 0.082, 0.073, -0.029, -0.329, 0.035, -0.500, 0.065, 0.045, -0.003, 0.074, 0.079, 0.080, 0.109, 0.133, 0.080, 0.083, 0.079]}


No. 2
{"formula": "C32H33Cl2NO2PPdS2", "method": "ωB97M-V/def2-TZVPD", "total_charge": -1, "multiplicity": 1, "orbital_gap_ev": 6.64, "relative_energy_kj_mol": 0.0, "species": ["Pd", "Cl", "C", "C", "C", "C", "C", "Cl", "C", "S", "H", "H", "H", "C", "C", "C", "C", "C", "O", "C", "N", "C", "C", "C", "C", "C", "C", "P", "C", "C", "C", "C", "C", "C", "C", "C", "C", "C", "C", "C", "H", "H", "H", "H", "H", "H", "H", "H", "H", "H", "H", "H", "H", "H", "H", "H", "H", "H", "H", "H", "H", "H", "H", "H", "C", "S", "C", "O", "H", "H", "H", "H", "H", "H"], "coordinates": [[0.219, -1.071, 0.201], [1.034, -4.225, 2.522], [-0.664, -4.366, 2.169], [-1.155, -5.640, 1.949], [-2.493, -5.824, 1.637], [-3.322, -4.716, 1.554], [-2.804, -3.451, 1.784], [-3.927, -2.122, 1.643], [-1.454, -3.198, 2.094], [-0.803, -1.605, 2.361], [-0.478, -6.481, 2.018], [-2.883, -6.817, 1.457], [-4.370, -4.817, 1.309], [-4.060, 3.417, 0.337], [-4.076, 1.932, 0.680], [-5.020, 1.177, -0.242], [-2.678, 1.318, 0.604], [-1.668, 1.862, 1.623], [-0.568, 2.324, 0.809], [-0.914, 2.042, -0.473], [-2.051, 1.551, -0.699], [0.127, 2.380, -1.463], [-0.201, 3.219, -2.516], [0.751, 3.565, -3.463], [2.033, 3.061, -3.353], [2.357, 2.201, -2.311], [1.420, 1.841, -1.346], [1.771, 0.532, -0.069], [3.339, -0.153, -0.740], [3.215, -1.071, -1.788], [4.343, -1.643, -2.354], [5.609, -1.329, -1.870], [5.737, -0.435, -0.819], [4.607, 0.155, -0.260], [2.390, 1.541, 1.337], [2.970, 2.800, 1.210], [3.402, 3.495, 2.332], [3.260, 2.932, 3.594], [2.680, 1.678, 3.729], [2.239, 0.990, 2.607], [-5.054, 3.853, 0.464], [-3.756, 3.563, -0.701], [-3.366, 3.977, 0.968], [-4.418, 1.805, 1.714], [-4.636, 1.212, -1.269], [-6.022, 1.615, -0.232], [-5.112, 0.127, 0.047], [-2.761, 0.234, 0.732], [-1.306, 1.083, 2.293], [-2.033, 2.714, 2.200], [-1.214, 3.595, -2.587], [0.487, 4.220, -4.284], [2.788, 3.320, -4.086], [3.356, 1.788, -2.261], [2.230, -1.338, -2.158], [4.229, -2.347, -3.169], [6.489, -1.788, -2.304], [6.718, -0.193, -0.427], [4.721, 0.853, 0.560], [3.076, 3.247, 0.228], [3.845, 4.477, 2.223], [3.592, 3.474, 4.472], [2.555, 1.239, 4.711], [1.752, 0.023, 2.706], [-2.244, -1.709, -1.930], [-0.559, -2.224, -1.600], [-0.901, -3.970, -1.339], [0.146, -2.187, -2.918], [-2.613, -2.254, -2.800], [-2.203, -0.639, -2.129], [-2.851, -1.896, -1.042], [-1.629, -4.098, -0.540], [0.039, -4.440, -1.052], [-1.260, -4.383, -2.283]], "forces_ev_per_a": [[0.03, 0.14, 0.15], [-0.03, -0.04, -0.02], [0.04, 0.03, 0.01], [0.01, 0.02, 0.00], [-0.05, 0.02, -0.01], [0.06, -0.01, 0.03], [-0.03, -0.05, -0.02], [-0.01, 0.01, 0.04], [0.01, 0.06, -0.01], [-0.04, -0.03, 0.03], [0.00, 0.00, 0.00], [0.00, 0.00, 0.00], [0.00, -0.01, 0.00], [-0.04, 0.07, 0.04], [0.05, -0.01, 0.02], [-0.10, -0.05, -0.22], [-0.11, -0.16, 0.08], [0.10, 0.05, 0.01], [0.03, -0.05, 0.05], [0.22, 0.17, 0.27], [-0.14, -0.08, -0.30], [0.18, -0.13, -0.07], [-0.07, 0.04, 0.03], [-0.06, 0.06, -0.05], [0.09, -0.04, 0.03], [0.02, 0.01, 0.02], [-0.02, -0.05, -0.01], [-0.14, 0.05, -0.06], [-0.01, -0.03, -0.02], [0.01, 0.02, 0.00], [0.03, 0.01, 0.00], [-0.02, -0.01, -0.01], [-0.01, 0.02, 0.02], [0.03, -0.01, 0.01], [-0.04, 0.01, -0.02], [0.01, 0.02, 0.00], [0.00, -0.01, 0.01], [0.00, -0.01, 0.00], [0.00, 0.00, 0.00], [0.02, 0.01, 0.03], [0.01, 0.01, 0.00], [0.00, -0.03, 0.00], [-0.01, 0.01, 0.00], [0.00, 0.03, 0.01], [-0.08, -0.01, 0.13], [0.02, 0.01, -0.01], [0.06, 0.02, 0.00], [-0.02, 0.02, 0.04], [0.03, 0.01, -0.02], [-0.02, -0.01, 0.00], [0.00, -0.01, 0.01], [-0.01, 0.00, 0.00], [0.00, 0.00, -0.01], [0.00, 0.00, -0.01], [-0.01, 0.00, 0.00], [0.00, 0.00, 0.00], [0.00, 0.00, 0.00], [0.00, 0.00, 0.00], [0.00, 0.00, 0.00], [0.00, 0.01, 0.00], [0.00, 0.00, -0.01], [0.00, 0.01, 0.00], [0.00, 0.00, 0.00], [0.00, 0.00, -0.01], [0.02, 0.02, -0.01], [0.08, -0.11, -0.14], [-0.02, -0.04, -0.03], [0.00, 0.00, -0.02], [0.00, -0.03, 0.01], [-0.03, 0.00, 0.04], [0.00, 0.01, -0.02], [0.00, 0.03, 0.01], [0.00, 0.03, -0.02], [-0.01, -0.01, 0.02]], "lowdin_charge": [0.045, 0.629, -0.703, -0.149, -0.118, -0.153, -0.689, 0.661, -0.769, 0.481, 0.094, 0.093, 0.092, -0.073, -0.392, -0.080, -0.300, -0.092, -0.020, -0.386, 0.179, -0.140, -0.025, -0.089, -0.085, -0.080, -0.253, 0.975, -0.356, -0.096, -0.083, -0.107, -0.099, -0.087, -0.365, -0.094, -0.096, -0.105, -0.085, -0.095, 0.073, 0.075, 0.071, 0.140, 0.080, 0.071, 0.050, 0.077, 0.066, 0.117, 0.112, 0.097, 0.098, 0.101, 0.067, 0.101, 0.092, 0.094, 0.095, 0.102, 0.095, 0.092, 0.099, 0.068, -0.244, 0.654, -0.235, -0.547, 0.056, 0.035, 0.025, 0.028, 0.057, 0.056]}


no.,E_LUMO (Ha)
1,0.100
2,0.100